DFT (ωB97M-V/def2-TZVPD) results for a 3-piece molecular cluster, C32H51BrN2O3S3 overall at a distorted geometry.

The geometry in XYZ format:
```
92
Properties=species:S:1:pos:R:3:forces:R:3:mulliken_charge:R:1
C 3.808426 1.092531 2.463984 -0.649 -0.061 0.779 -1.3899
C 2.650076 0.105527 2.237199 0.612 0.154 -0.391 -0.0520
C 2.820271 -0.772391 0.958787 -0.541 0.532 0.926 0.9371
C 2.341686 -2.206744 1.252040 0.247 -0.266 -0.332 -0.8613
O 1.480952 -2.769934 0.246693 0.193 0.304 0.112 -0.5150
C 0.313329 -2.089042 0.055000 0.066 -0.027 -0.018 0.1199
C -0.263116 -2.157351 -1.193768 0.522 -0.672 -0.537 -1.2366
C -1.416084 -1.478473 -1.496079 -0.466 0.030 -0.820 -0.6119
C -2.060336 -0.703804 -0.550664 0.064 -0.259 -0.361 0.4585
C -1.471989 -0.647170 0.694320 -1.120 1.179 0.753 0.7171
C -0.321823 -1.313833 1.010309 1.091 -0.386 0.602 0.0491
S -2.280691 0.388090 1.903911 0.083 0.008 0.148 -0.4536
C -2.719424 1.752934 0.840432 0.386 -1.901 0.484 0.5518
C -2.593668 3.037184 1.265247 0.053 0.669 0.285 -0.2356
C -2.910339 4.082897 0.407027 -0.408 0.752 0.954 0.7253
C -2.700891 5.502201 0.912450 1.132 -0.541 -0.548 -1.2306
C -1.162998 5.648737 1.177449 -0.113 0.528 -0.210 0.1745
C -0.475693 6.746783 0.323742 0.818 0.001 1.473 -0.8752
S 0.623243 6.089611 -0.973058 -0.536 -0.313 -0.866 -0.1308
C 1.653084 4.862997 -0.164797 -0.005 0.377 1.330 -0.0767
S 2.353770 5.243617 1.254599 0.061 -0.078 -0.140 -0.1928
N 1.846649 3.589547 -0.736219 -0.702 0.552 -1.251 0.4644
C 0.577051 3.005135 -1.229081 -0.358 -0.593 -0.158 -0.0917
C 0.738095 1.724473 -2.055134 -0.299 0.057 0.217 -1.1653
C 2.934875 3.590955 -1.736856 1.172 -0.065 0.351 -0.7075
C 3.918770 2.412956 -1.549626 -0.543 -0.199 -0.343 -0.5940
C -3.351133 3.778318 -0.851789 -0.021 0.541 -0.327 -1.2041
C -3.470818 2.465328 -1.267956 -0.279 -0.075 -1.066 -0.6461
C -3.167397 1.418351 -0.432085 -0.066 0.269 -0.150 0.7324
N -3.270263 0.033504 -0.755307 0.209 0.137 -0.009 -0.5628
Br -4.134730 -0.333710 -2.356067 -0.099 0.027 0.094 -0.0681
H 3.665287 1.532065 3.461296 0.115 0.062 -0.195 0.4096
H 3.818858 1.932961 1.765481 0.200 -0.295 -0.166 0.1938
H 4.752483 0.540579 2.515610 0.012 0.256 -0.330 0.3953
H 1.698549 0.644932 2.157582 0.127 -0.056 0.148 0.2259
H 2.595411 -0.525700 3.133058 -0.070 -0.028 -0.197 0.1472
H 2.230530 -0.283807 0.179178 -0.041 -0.359 -0.133 -0.8113
H 3.858976 -0.752053 0.613245 -0.106 -0.184 0.134 0.6461
H 1.836218 -2.314124 2.217446 0.155 0.281 -0.008 0.1168
H 3.232218 -2.840890 1.296201 -0.343 -0.218 -0.128 0.3806
H 0.229872 -2.768261 -1.944853 -0.088 0.138 0.013 0.4549
H -1.795099 -1.553591 -2.509836 -0.036 0.007 0.136 0.3173
H 0.120086 -1.228196 1.996246 -0.241 0.191 -0.015 0.4566
H -2.234537 3.252206 2.268451 0.015 -0.132 -0.100 0.3833
H -2.968130 6.224385 0.134910 -0.276 -0.121 0.184 0.4351
H -3.276369 5.700056 1.819266 -0.005 -0.025 -0.146 0.3075
H -0.947182 5.841560 2.233517 -0.157 0.050 -0.142 0.3923
H -0.658990 4.710396 0.944828 -0.182 0.007 0.159 -0.2328
H 0.163022 7.334732 0.993317 -0.056 -0.033 -0.187 0.3663
H -1.182686 7.464779 -0.098736 0.144 -0.323 -0.440 0.4609
H -0.030803 2.759646 -0.347696 0.119 0.121 -0.054 -0.0720
H -0.019129 3.703985 -1.832347 0.258 0.055 0.160 0.3292
H 1.058573 1.928240 -3.080773 0.209 -0.100 0.204 0.4241
H 1.387914 0.994624 -1.570621 0.057 0.052 -0.140 0.0399
H -0.248607 1.253341 -2.129906 0.089 0.094 0.009 0.2666
H 2.574478 3.630972 -2.771648 -0.261 -0.045 0.229 0.3282
H 3.531156 4.498323 -1.589474 -0.285 0.010 -0.058 0.5717
H 4.249392 2.058947 -2.533023 0.233 0.129 0.205 0.3147
H 4.774021 2.688772 -0.929855 -0.089 -0.015 -0.105 0.3572
H 3.418742 1.563826 -1.078980 0.053 0.137 0.044 -0.2227
H -3.572859 4.593619 -1.535511 -0.066 -0.189 -0.023 0.3241
H -3.797598 2.289201 -2.286943 0.006 -0.100 0.138 0.2981
C 3.739220 -3.777396 6.118440 -0.082 -0.178 -0.064 -1.0436
C 2.444480 -3.034830 6.404575 0.132 -0.002 0.045 -0.3415
O 1.514392 -3.083898 5.337997 -0.071 0.178 -0.149 -0.3691
C 1.049557 -4.372571 4.974506 -0.087 -0.080 -0.017 -0.2372
C 0.304178 -5.089173 6.087413 0.149 0.019 0.162 -1.2679
H 4.165723 -3.451783 5.168044 0.012 0.065 0.039 0.2396
H 4.464103 -3.594408 6.912396 -0.010 0.022 -0.008 0.3976
H 3.580427 -4.855401 6.055099 0.034 0.001 0.054 0.2739
H 2.666576 -1.977957 6.557112 -0.115 0.025 -0.085 0.3314
H 1.984369 -3.395760 7.330907 0.030 -0.053 0.003 0.3407
H 1.877022 -4.984587 4.598442 -0.001 -0.047 0.054 0.3522
H 0.370012 -4.217832 4.134921 0.055 0.136 -0.003 0.3211
H 0.969581 -5.356051 6.910536 -0.014 -0.062 -0.020 0.2783
H -0.144546 -6.009182 5.711249 -0.001 0.020 -0.019 0.4077
H -0.482848 -4.452369 6.493896 -0.031 -0.007 -0.072 0.3170
C -4.344447 -2.430215 -5.279022 -0.010 -0.199 0.019 -0.5786
C -3.247519 -2.436449 -6.330316 -0.108 0.066 0.016 -0.4055
O -2.065127 -3.091359 -5.908729 0.174 0.109 0.028 -0.4237
C -2.193906 -4.466420 -5.593901 0.014 -0.132 -0.022 -0.2242
C -2.639925 -5.321858 -6.767805 -0.172 0.110 -0.060 -1.1521
H -3.956444 -2.052679 -4.331528 0.002 -0.041 -0.128 -0.1966
H -5.176434 -1.801323 -5.600307 0.024 0.011 -0.009 0.4544
H -4.736627 -3.432505 -5.097959 -0.055 0.027 -0.019 0.2627
H -2.956343 -1.408022 -6.547856 0.134 -0.048 0.011 0.3316
H -3.610556 -2.865467 -7.270814 -0.044 -0.030 0.022 0.3114
H -2.861170 -4.602379 -4.735407 -0.049 -0.025 -0.033 0.2718
H -1.203441 -4.791449 -5.273090 0.032 0.142 0.003 0.3474
H -3.668099 -5.100172 -7.059727 -0.010 -0.063 0.021 0.2738
H -2.589599 -6.379457 -6.506432 0.018 0.014 0.010 0.4058
H -2.005293 -5.141796 -7.636776 0.055 -0.030 0.044 0.2884
```
Positions in Å, forces in eV/Å.

Output
Frontier orbital gap in eV: 7.582
Electronic energy in hartree: -5353.61742
E_LUMO in eV: -0.29
Multiplicity: 1
HOMO level in Ha: -0.2894
SMILES string: CCCCOc1ccc2c(c1)Sc1cc(CCCSC(=S)N(CC)CC)ccc1N2Br.CCOCC.CCOCC

***

DFT (ωB97M-V/def2-TZVPD) results for an isolated ion of composition C4H3O3S and charge -1 at a distorted geometry.

The geometry in XYZ format:
```
11
Properties=species:S:1:pos:R:3:forces:R:3:mulliken_charge:R:1
C 1.215455 0.384575 0.414136 -0.682 1.726 1.053 0.1619
C -0.123080 0.184527 0.480503 -0.896 1.432 3.068 -0.1740
C -0.441866 -1.788786 -0.739352 -0.331 0.416 0.653 -0.4104
C 2.099878 -0.121174 -0.451690 2.393 -0.927 -2.159 -0.4726
O 4.230113 0.009000 1.276716 -0.300 0.610 -0.300 -0.5980
O 4.594482 -0.471096 -1.071069 1.420 -0.249 -1.454 -0.5668
O -0.923581 -0.776769 -0.040903 0.486 -0.887 -1.241 -0.1908
S 3.748332 0.185942 -0.116763 -1.312 -1.286 1.461 0.6211
H 1.729578 1.172083 1.015978 -1.503 -0.312 0.100 0.2126
H -0.734008 0.660267 1.279667 0.754 -0.066 -0.662 0.2705
H -1.420660 -2.219765 -1.029061 -0.030 -0.457 -0.520 0.1464
```
Positions in Å, forces in eV/Å.

Output
Energy relative to the best compared isomer or geometry (same formula, charge and spin) in kJ/mol: 730.5
Frontier orbital gap (spin up / spin down) in eV: 6.418 / 6.473
Electronic energy in hartree: -777.90879
E_LUMO (spin up / spin down) in eV: 3.08 / 3.07
Multiplicity: 1
HOMO level (spin up / spin down) in Ha: -0.1225 / -0.1251
Charge: -1

***

DFT (ωB97M-V/def2-TZVPD) results for a 2-piece molecular cluster, C6H11N5O overall at a distorted geometry.

The geometry in XYZ format:
```
23
Properties=species:S:1:pos:R:3:forces:R:3:mulliken_charge:R:1
C 2.828606 2.373141 -1.883524 -0.205 -0.166 -0.317 -0.6695
C 2.044489 2.670404 -0.653839 -0.044 0.297 0.105 -0.0620
C 2.552323 0.483849 -0.262414 0.339 0.183 -0.071 -0.4201
C 3.237362 1.757714 -0.564412 -0.390 -0.181 -0.013 -0.3022
C -1.372705 -0.842378 0.921913 0.352 0.243 -0.363 -0.0788
C -3.932122 -2.985438 1.940054 0.056 -0.042 -0.320 -0.3218
H 2.384935 1.726177 -2.638521 0.080 0.112 0.196 0.2080
H 3.455335 3.164093 -2.263206 0.045 0.080 -0.005 0.2643
H 1.973918 3.669710 -0.230735 0.055 -0.231 -0.110 0.3664
H 3.035705 -0.475974 -0.083360 -0.197 0.232 -0.037 0.4869
H 4.159794 2.008000 -0.101635 0.620 0.194 0.245 0.3876
H -0.166260 -1.580006 -1.617054 -0.174 0.179 -0.002 0.2079
H -1.260362 -0.430266 -1.945791 0.116 -0.117 0.031 0.2115
H -1.210105 -0.401383 1.905037 -0.013 0.011 -0.168 0.3760
H -2.546322 -2.230325 -0.021074 0.080 0.274 0.647 0.4125
H -4.476187 -3.239441 2.844612 0.098 0.056 -0.149 0.2607
H -4.185846 -3.504969 0.991702 0.150 0.300 0.519 0.2259
N 1.281738 0.561987 -0.216810 3.024 0.908 -0.337 -0.0254
N -1.034901 -1.163948 -1.275931 0.131 -0.094 -0.113 -0.6649
N -0.656524 -0.451388 -0.065681 -3.534 -1.224 0.898 -0.0231
N -2.352741 -1.786712 0.889213 -0.306 -0.549 -0.450 0.2000
N -3.022407 -2.096278 2.021172 -0.295 -0.380 -0.155 -0.7585
O 0.897690 1.888126 -0.411298 0.012 -0.087 -0.031 -0.2814
```
Positions in Å, forces in eV/Å.

Output
Energy relative to the best compared isomer or geometry (same formula, charge and spin) in kJ/mol: 475.0
Frontier orbital gap in eV: 8.522
Electronic energy in hartree: -584.01685
E_LUMO in eV: 1.04
Multiplicity: 1
HOMO level in Ha: -0.2748
SMILES string: C1=NO[C@@H]2C[C@H]12.C=NN/C=N\N

***

DFT (ωB97M-V/def2-TZVPD) results for C3H3FOPb as an isolated structure at a distorted geometry.

The geometry in XYZ format:
```
9
Properties=species:S:1:pos:R:3:forces:R:3:mulliken_charge:R:1
H -1.002198 1.512060 -0.362113 0.419 1.393 -1.647 0.2938
H -1.502159 0.034554 -1.253498 0.296 -0.128 0.066 0.3608
O -0.383468 -2.199639 1.683354 -0.205 -0.383 -0.413 -0.0095
C -0.653195 0.636933 -0.915288 1.047 -1.307 1.196 -0.5613
C 0.363594 -0.130671 -0.302166 -0.322 -4.562 -0.608 0.2151
C 0.003954 -1.257122 1.209924 1.131 2.260 -0.962 0.1570
H 0.328646 0.136092 -1.753890 -1.740 1.631 0.441 0.3501
F 1.730878 0.120497 -0.243584 -1.045 0.968 1.237 -0.2009
Pb 1.113948 1.147297 1.937261 0.419 0.127 0.691 1.3948
```
Positions in Å, forces in eV/Å.

Output
Energy relative to the best compared isomer or geometry (same formula, charge and spin) in kJ/mol: 468.4
Frontier orbital gap in eV: 6.313
Electronic energy in hartree: -483.09327
E_LUMO in eV: -11.94
Multiplicity: 1
HOMO level in Ha: -0.6709
Charge: +2